A cluster of 2 separate species, C5H14OS2 in total, computed with the ωB97M-V functional and the def2-TZVPD basis.

Atoms and positions in Å:
C  -0.6212  -1.6961  0.1298
C  -0.9151  -2.9439  -0.7211
C  -0.9421  -0.4023  -0.5913
S  -0.9416  1.1541  0.3508
S  -0.0920  0.7907  2.2009
C  1.6882  0.3638  1.7372
C  2.7158  1.0012  2.6372
H  -1.3103  -1.8301  0.9592
H  0.3514  -1.6679  0.6043
H  -0.2327  -3.7488  -0.4655
H  -1.9438  -3.1807  -0.6326
H  -0.7349  -2.8116  -1.7861
H  -1.8933  -0.4853  -1.1290
H  -0.2126  -0.3076  -1.4074
H  1.7574  0.5107  0.6655
H  1.6060  -0.6700  1.9988
H  2.7611  2.0832  2.6740
H  2.5663  0.6114  3.6492
H  3.7198  0.6509  2.3702
H  -2.4482  4.4610  -3.6817
H  -2.7447  3.7440  -4.9755
O  -2.1334  4.3732  -4.5871

Forces on atoms 1 to 6 (eV/Å):
-1.17 -0.34 0.46
1.61 0.73 -0.62
0.48 -0.48 -0.83
0.07 0.16 0.40
0.36 0.16 -0.86
-1.44 0.45 0.73

Summary:
SMILES   CCCSSCC.O
Strongest force on any atom   0.0365 Eh/bohr
Energy above the lowest of the compared OMol25 structures with the same formula, charge and spin   0.715 eV
Orbital gap   8.953 eV

A structure of composition H48O24Sr, computed with the ωB97M-V functional and the def2-TZVPD basis.

Atoms and positions in Å:
Sr  -0.4467  -0.0998  0.1748
O  1.5685  -0.3411  1.9605
H  1.5450  0.3020  2.6690
H  2.4220  -0.7653  2.0497
O  3.6225  -2.4885  -1.8871
H  3.7959  -1.5551  -1.7655
H  2.8445  -2.5175  -2.4440
O  -2.3664  -1.4799  -0.7081
H  -2.3304  -2.3608  -0.3353
H  -3.1485  -1.4846  -1.2599
O  0.9676  -2.5337  3.4993
H  1.4887  -1.8702  3.0470
H  1.5986  -3.2127  3.7381
O  0.3306  -2.5229  -0.1695
H  0.2009  -3.2331  0.4591
H  0.4229  -2.9639  -1.0141
O  1.7598  1.0234  -0.5645
H  1.9228  1.7659  -1.1463
H  2.6083  0.5869  -0.4891
O  -4.8614  -1.8683  0.9900
H  -4.8521  -2.7580  0.6370
H  -4.3839  -1.9333  1.8170
O  -1.1596  -1.4317  2.2576
H  -1.9917  -1.7995  2.5553
H  -0.5386  -1.6495  2.9527
O  -1.5026  -3.3306  -3.3149
H  -2.1488  -3.3323  -4.0211
H  -2.0220  -3.4012  -2.5141
O  -2.9579  0.6320  0.8588
H  -3.1808  1.4015  1.3827
H  -3.7271  0.0660  0.9244
O  0.0443  3.3680  -3.1875
H  -0.0637  3.2499  -4.1312
H  -0.0424  4.3117  -3.0523
O  -1.2216  1.5978  -1.5263
H  -0.9342  2.4289  -1.9045
H  -2.1093  1.4753  -1.8626
O  1.5279  1.1610  -4.1334
H  1.2875  1.4530  -5.0127
H  1.4386  1.9426  -3.5881
O  2.4511  0.5474  4.6086
H  2.1514  0.6532  5.5115
H  2.1367  1.3312  4.1580
O  4.0290  1.9255  1.6081
H  4.0119  1.3994  0.8086
H  3.6004  2.7460  1.3647
O  3.6147  -2.5572  1.6952
H  4.4794  -2.9448  1.8306
H  3.5822  -2.3645  0.7581
O  1.6354  5.0657  1.9517
H  1.1147  5.8666  1.8899
H  1.1947  4.4474  1.3689
O  0.5181  -0.7411  -2.3131
H  0.9261  0.0490  -2.6674
H  0.9398  -1.4604  -2.7832
O  0.4916  2.5678  4.1291
H  1.0534  3.2996  4.3841
H  -0.1938  2.5473  4.7969
O  -2.7629  -4.1735  -0.8433
H  -2.2648  -4.9641  -0.6360
H  -3.5664  -4.2545  -0.3294
O  -0.1833  2.1690  1.6104
H  -0.0130  2.2915  2.5443
H  -0.5697  2.9973  1.3262
O  -1.0392  4.5715  0.4159
H  -1.9619  4.3793  0.5828
H  -1.0516  5.3767  -0.1015
O  1.0410  -2.9973  -3.7725
H  0.1225  -2.8802  -3.5298
H  1.0707  -3.8575  -4.1914
O  -3.6591  1.2531  -2.6905
H  -4.5541  1.5570  -2.5389
H  -3.7523  0.3210  -2.8872

Forces on atoms 1 to 6 (eV/Å):
0.27 0.34 -0.02
-0.58 -0.05 -0.54
0.15 0.22 0.36
0.82 -0.17 -0.10
0.13 -0.03 0.62
0.20 0.22 -0.20

Summary:
Strongest force on any atom   0.0230 Eh/bohr
Charge   +2
Orbital gap   10.575 eV

A structure of composition C21H22AuN3O7S, computed with the ωB97M-V functional and the def2-TZVPD basis.

Atoms and positions in Å:
Au  -0.1012  -0.0821  -0.1781
O  6.3426  0.0131  2.2164
C  6.1199  -0.0753  0.8391
C  4.6483  -0.1483  0.5689
C  4.1462  -0.1728  -0.7321
C  2.7775  -0.2045  -0.9079
N  1.9226  -0.2021  0.1070
C  2.3746  -0.1953  1.3750
C  3.7405  -0.1766  1.6253
C  1.3689  -0.2174  2.4435
C  1.6635  -0.1452  3.8013
C  0.6359  -0.1936  4.7400
C  0.9678  -0.0094  6.1944
O  1.7287  1.1682  6.2940
C  -0.6706  -0.3469  4.2914
C  -0.8943  -0.3781  2.9246
N  0.0921  -0.3078  2.0568
H  7.2877  0.0779  2.4008
H  6.6037  -0.9662  0.4045
H  6.5231  0.8062  0.3132
H  4.8064  -0.1614  -1.5871
H  2.3472  -0.2233  -1.8999
H  4.1342  -0.1696  2.6289
H  2.6776  -0.0402  4.1527
H  1.5503  -0.8805  6.5359
H  0.0503  0.0455  6.7929
H  1.9145  1.3692  7.2203
H  -1.4977  -0.4279  4.9781
H  -1.8889  -0.4329  2.5145
C  -0.0467  4.3464  1.4289
S  1.2945  3.5002  0.5271
C  1.5354  4.7199  -0.8150
O  0.6698  2.3077  -0.1074
H  0.3342  5.2886  1.8125
H  -0.3513  3.7053  2.2498
H  -0.8879  4.5069  0.7616
H  2.0093  5.5945  -0.3797
H  0.5835  4.9817  -1.2673
H  2.1905  4.2839  -1.5633
O  -2.4708  1.3997  0.7406
C  -2.8477  0.4934  0.0170
O  -2.0833  -0.3043  -0.6089
C  -4.3298  0.1933  -0.1152
C  -5.2609  1.2198  -0.1359
C  -6.6160  0.9237  -0.1563
C  -7.0056  -0.4064  -0.1256
C  -6.0848  -1.4410  -0.1367
C  -4.7337  -1.1343  -0.1330
N  -8.4501  -0.7455  -0.0178
O  -9.1985  0.1861  0.0472
O  -8.7108  -1.9131  0.0137
H  -4.9457  2.2503  -0.1288
H  -7.3441  1.7210  -0.1667
H  -6.4066  -2.4716  -0.1468
H  -4.0089  -1.9319  -0.1359

Forces on atoms 1 to 6 (eV/Å):
-0.62 -0.27 1.57
-0.10 -0.01 0.26
0.42 0.03 -0.36
-0.14 0.05 0.06
-0.15 -0.06 0.34
0.30 0.10 -0.68

Summary:
Strongest force on any atom   0.0845 Eh/bohr
Charge   +2
Orbital gap (alpha / beta)   3.768 / 3.738 eV

A structure of composition C6H6NO5, computed with the ωB97M-V functional and the def2-TZVPD basis.

Atoms and positions in Å:
C  1.2751  3.0913  -1.1261
C  -1.2260  3.6958  -0.6853
C  -0.3906  1.2058  -1.5228
C  0.4858  -0.8673  1.1368
C  -0.4812  -0.5044  0.0962
C  -0.0183  3.1486  -1.6665
N  2.2059  2.9794  -0.4598
O  -2.0944  4.2694  -1.4275
O  -1.1435  3.4784  0.5129
O  -1.1004  0.5812  -2.2474
O  -0.2292  3.6194  -2.9689
O  0.0271  0.7850  -0.3211
H  1.4894  -0.5526  0.7619
H  0.3946  -0.4195  2.1162
H  0.5694  -2.0184  1.2659
H  -1.4997  -0.5359  0.4729
H  -0.4937  -0.9533  -0.8080
H  -1.2331  4.0050  -2.6988

Forces on atoms 1 to 6 (eV/Å):
1.01 0.44 0.94
0.29 0.13 -0.96
-0.18 2.86 0.78
2.65 -3.08 0.16
-0.06 2.26 1.64
-2.60 -2.61 -1.63

Summary:
Strongest force on any atom   0.0792 Eh/bohr
Energy above the lowest of the compared OMol25 structures with the same formula, charge and spin   0.000 eV
Charge   -1
Orbital gap   8.556 eV